# 1
Here is 2 unconnected molecules or ions with the total composition C4H10OS2 from OMol25. Energies are from wB97M-V/def2-TZVPD.

SMILES: C1CSCSC1.O
Relative energy (zero: lowest compared OMol25 entry of this formula, charge and spin): 68.8 kJ/mol
Kohn-Sham gap: 9.49 eV

Geometry as XYZ:
```
17
Properties=species:S:1:pos:R:3:forces:R:3:nbo_charge:R:1
S 1.25482 -0.65982 -0.23371 -0.6 0.6 1.3 0.1836
S -1.51890 -1.90643 -1.12776 0.6 0.0 0.2 0.2317
C 0.25707 -1.60338 -1.39352 0.4 0.5 -1.2 -0.7121
C 0.14600 0.81872 0.02622 1.0 -0.2 -0.3 -0.5112
C -2.00874 -0.18197 -0.96795 0.1 1.1 0.5 -0.5449
C -1.30495 0.52846 0.23890 -1.5 -0.4 -0.3 -0.4271
H 0.39297 -0.96957 -2.29089 -0.5 -0.7 -0.1 0.2139
H 0.80824 -2.54845 -1.56237 -0.5 0.4 0.1 0.2560
H 0.52040 1.37179 0.90905 0.1 -0.4 -0.5 0.2263
H 0.23543 1.48654 -0.85211 0.1 -0.3 0.4 0.2081
H -1.77577 0.37474 -1.89599 -0.1 -0.3 0.3 0.2064
H -3.10368 -0.13361 -0.81233 0.6 -0.3 -0.2 0.2378
H -1.55150 -0.07533 1.13339 0.5 0.3 -0.3 0.2183
H -1.74795 1.53330 0.37855 -0.2 -0.5 -0.1 0.2126
O 3.34604 0.99429 2.82514 -0.7 -1.0 0.0 -0.9397
H 2.45076 0.85659 2.44074 1.0 0.0 0.4 0.4679
H 3.59969 0.11413 3.18462 -0.3 0.9 -0.4 0.4726
```
Forces are in eV/Å.

# 2
Here is C4H10OSSi in the gas phase from OMol25. Energies are from wB97M-V/def2-TZVPD.

SMILES: CCO[SiH2]CC=S
Relative energy (zero: lowest compared OMol25 entry of this formula, charge and spin): 202.2 kJ/mol
Kohn-Sham gap (alpha / beta): 8.41 / 8.41 eV

Geometry as XYZ:
```
17
Properties=species:S:1:pos:R:3:forces:R:3:nbo_charge:R:1
C -0.77852 -1.87622 -0.50716 1.5 0.6 -3.7 -0.9412
C -1.17559 -2.74123 0.50358 0.8 -3.7 1.8 -0.2055
C 1.64552 2.10514 0.41096 0.3 -1.5 -3.6 -0.6213
C 0.64430 1.86142 -0.73807 1.2 -0.3 0.9 -0.0474
O 0.25646 0.49440 -0.64473 -0.4 1.6 -0.9 -0.8960
Si -0.87603 -0.16328 0.29815 0.1 -1.3 -0.6 1.4396
S -0.49502 -4.24685 0.82881 -1.2 2.1 -0.1 -0.0408
H 0.19537 -2.23316 -1.06356 -1.9 1.0 1.1 0.2667
H -1.59277 -1.74831 -1.29678 0.8 -0.2 0.8 0.2745
H -1.87900 -2.23878 1.15427 -0.8 -0.8 0.7 0.1678
H 1.27283 1.77920 1.31571 -0.7 -0.5 2.0 0.2061
H 2.47156 1.47614 0.06289 0.2 0.0 0.8 0.2123
H 1.99842 3.07827 0.40006 0.5 2.1 0.3 0.2085
H 1.13815 1.96442 -1.69227 0.3 0.1 -0.3 0.1806
H -0.13754 2.58967 -0.74723 -1.1 0.1 0.2 0.1644
H -2.37787 0.08974 0.02979 1.0 0.5 0.7 -0.1810
H -0.31026 -0.19059 1.68557 -0.7 0.2 -0.1 -0.1875
```
Forces are in eV/Å.

# 3
Here is 2 unconnected molecules or ions with the total composition C4H10OSi from OMol25. Energies are from wB97M-V/def2-TZVPD.

Relative energy (zero: lowest compared OMol25 entry of this formula, charge and spin): 328.7 kJ/mol
Kohn-Sham gap: 7.72 eV

Geometry as XYZ:
```
16
Properties=species:S:1:pos:R:3:forces:R:3:nbo_charge:R:1
C 0.11603 2.81019 0.92896 -0.7 -1.6 -0.4 0.4462
C 0.99958 2.23923 2.05213 -3.0 -4.4 -1.7 -0.7134
C -0.30176 -2.08321 -2.60462 0.4 -0.2 1.4 -1.1840
C -0.59002 -1.70560 0.11961 0.4 -2.3 -1.5 -1.2153
O -0.52297 2.19071 0.09432 0.8 1.0 1.4 -0.5146
Si -0.04997 -0.66082 -1.32256 0.4 0.1 -1.2 1.0150
H 0.17554 3.90834 0.93764 -0.3 0.3 -0.3 0.0938
H 1.35897 1.15313 1.74827 -0.4 2.4 0.6 0.2337
H 0.42990 2.13114 2.99359 0.3 0.3 -0.4 0.2414
H 1.65953 2.99616 2.05623 3.3 2.0 0.9 0.2130
H 0.06250 -2.02461 -3.61815 0.1 0.1 -0.2 0.2289
H 0.10550 -2.96895 -2.05087 -0.3 0.4 -0.9 0.2214
H -1.39118 -2.16633 -2.57661 -0.2 -0.3 -0.2 0.2299
H -1.60859 -1.60109 0.39424 -1.3 0.1 0.1 0.2515
H -0.37859 -2.81231 -0.11806 -0.4 1.5 0.7 0.2229
H -0.06446 -1.40598 0.96587 1.1 0.4 1.7 0.2294
```
Forces are in eV/Å.

# 4
Here is 2 unconnected molecules or ions with the total composition C4H10OSi from OMol25. Energies are from wB97M-V/def2-TZVPD.

SMILES: C[SiH](C)O.C#C
Relative energy (zero: lowest compared OMol25 entry of this formula, charge and spin): 230.8 kJ/mol
Kohn-Sham gap: 11.29 eV

Geometry as XYZ:
```
16
Properties=species:S:1:pos:R:3:forces:R:3:nbo_charge:R:1
C -4.24952 0.08406 0.33256 0.0 -0.8 -0.6 -0.2384
C -3.39855 0.34354 -0.46717 0.6 0.3 0.2 -0.2199
C 0.11292 1.12527 0.26082 2.7 0.7 -3.0 -1.0805
C 2.92928 -0.25381 -0.15103 1.9 0.1 1.8 -1.1635
O 0.21075 -1.38295 0.76876 -0.4 0.4 2.5 -1.0737
Si 1.07692 -0.41261 -0.17211 0.8 2.0 1.1 1.6725
H 0.69841 -1.03817 -1.33165 -0.2 -0.5 -3.0 -0.2717
H -4.96660 -0.52398 0.81449 -0.5 0.3 0.5 0.2317
H -2.51009 0.57542 -1.00475 -0.3 0.1 -0.2 0.2241
H 0.53112 2.11021 0.10300 0.4 0.2 -0.3 0.2295
H -0.69222 1.02495 -0.40242 -1.6 0.0 -0.3 0.2193
H -0.05173 1.03616 1.25020 -1.3 -0.4 3.3 0.2413
H 3.46577 -1.01816 -0.76149 -0.4 0.4 0.6 0.2461
H 3.10199 0.70526 -0.64311 0.0 0.1 -0.3 0.2439
H 3.52292 -0.10391 0.87907 -1.6 -0.6 -2.1 0.2528
H 0.21862 -2.27128 0.52482 -0.1 -2.3 -0.4 0.4863
```
Forces are in eV/Å.

One value per record, in order, for F_max: 1.6 4.2 5.6 4.1 eV/Å.